A:
Formula: C2H3NO4
Source: the Open Molecules 2025 dataset
Level of theory: wB97M-V/def2-TZVPD

Output
LUMO level ... 0.25 eV
SMILES string ... O=COC[N+](=O)[O-]
HOMO-LUMO gap ... 11.534 eV

Geometry as XYZ:
```
10
Properties=species:S:1:pos:R:3:lowdin_charge:R:1
O -2.224 1.703 -0.381 0.109
O -0.180 0.651 0.187 -0.031
O 1.799 -1.997 -0.028 0.092
O 0.205 -1.427 1.226 0.140
N 0.895 -1.283 0.297 -0.417
C -1.384 1.275 0.342 -0.319
C 0.576 -0.153 -0.662 -0.043
H 1.416 0.405 -0.889 0.118
H -1.365 1.449 1.523 0.185
H 0.261 -0.623 -1.615 0.166
```

---

B:
Formula: C2H3NO4
Source: the Open Molecules 2025 dataset
Level of theory: wB97M-V/def2-TZVPD

Output
LUMO level ... 0.41 eV
SMILES string ... O=C=NO.O=CO
HOMO-LUMO gap ... 9.975 eV

Geometry as XYZ:
```
10
Properties=species:S:1:pos:R:3:lowdin_charge:R:1
O -1.885 -1.242 -1.824 0.004
O -1.459 -0.569 1.638 0.141
O 1.244 0.049 1.014 0.140
O 0.698 -0.324 -1.105 0.093
N -1.968 -1.323 -0.527 0.031
C 0.666 0.334 -0.118 -0.440
C -1.584 -0.846 0.509 -0.336
H 1.212 0.650 1.747 0.122
H 0.125 1.214 -0.080 0.127
H -1.063 -0.814 -2.171 0.118
```

---

Most stable: B (next structure +31.9 kcal/mol)

---

A:
Formula: C5H7N2
Source: the Open Molecules 2025 dataset
Level of theory: wB97M-V/def2-TZVPD

Output
LUMO level (alpha / beta) ... -3.79 / -7.84 eV
<S²> ... 2.0402
2S+1 ... 3
Net charge ... +1
HOMO-LUMO gap (alpha / beta) ... 7.368 / 6.946 eV

Geometry as XYZ:
```
14
Properties=species:S:1:pos:R:3:lowdin_charge:R:1
N 0.148 1.275 -0.413 0.134
N 0.645 -0.604 -1.502 0.228
C 0.603 -0.864 0.713 -0.047
C 0.223 0.628 -1.577 -0.105
C -1.033 -0.058 1.318 0.019
C 0.274 0.627 0.781 -0.205
C -0.733 -1.303 0.936 0.025
H 0.406 -1.294 -2.207 0.122
H 0.221 2.239 -0.339 0.155
H -1.877 0.405 1.791 0.120
H 0.055 1.168 -2.586 0.194
H -1.247 -2.203 0.901 0.109
H 0.727 1.206 1.513 0.148
H 1.591 -1.222 0.671 0.103
```

---

B:
Formula: C5H7N2
Source: the Open Molecules 2025 dataset
Level of theory: wB97M-V/def2-TZVPD

Output
LUMO level (alpha / beta) ... -4.80 / -8.36 eV
<S²> ... 2.0185
2S+1 ... 3
Net charge ... +1
HOMO-LUMO gap (alpha / beta) ... 6.934 / 7.642 eV

Geometry as XYZ:
```
14
Properties=species:S:1:pos:R:3:lowdin_charge:R:1
N 0.255 -1.549 -1.661 0.338
N 1.410 0.048 -0.089 0.213
C 0.625 -0.298 2.103 0.003
C -1.589 0.462 -1.805 0.005
C -0.584 -0.518 -1.571 -0.114
C 1.486 0.341 1.120 -0.070
C 0.600 -0.564 -0.792 -0.196
H 0.083 -1.063 1.529 0.098
H 2.257 1.088 1.236 0.153
H -1.264 1.378 -1.364 0.105
H 1.337 -0.601 2.884 0.115
H -0.141 0.405 2.616 0.152
H -2.566 0.239 -1.408 0.102
H -1.910 0.631 -2.800 0.097
```

---

Most stable: A (next structure +26.7 kcal/mol)

---

A:
Formula: CH3Br2PS
Source: the Open Molecules 2025 dataset
Level of theory: wB97M-V/def2-TZVPD

Output
LUMO level (alpha / beta) ... -1.17 / -2.40 eV
HOMO-LUMO gap (alpha / beta) ... 7.725 / 6.790 eV

Geometry as XYZ:
```
8
Properties=species:S:1:pos:R:3:lowdin_charge:R:1
Br -2.746 -0.965 -2.802 0.187
Br -3.268 -2.342 0.403 0.194
S -4.118 1.064 -0.384 0.057
P -2.845 -0.422 -0.655 -0.472
C -0.035 0.233 -0.348 0.025
H -0.003 0.489 0.712 -0.003
H 0.103 1.086 -1.016 0.003
H 0.525 -0.683 -0.606 0.009
```

---

B:
Formula: CH3Br2PS
Source: the Open Molecules 2025 dataset
Level of theory: wB97M-V/def2-TZVPD

Output
LUMO level ... -0.43 eV
SMILES string ... CP(=S)(Br)Br
HOMO-LUMO gap ... 9.145 eV

Geometry as XYZ:
```
8
Properties=species:S:1:pos:R:3:lowdin_charge:R:1
Br -1.674 1.617 -0.851 0.241
Br -1.451 -1.801 -0.519 0.312
S -1.170 0.204 2.358 0.131
P -0.747 0.023 0.471 -0.447
C 1.041 0.038 -0.238 -0.324
H 0.850 -0.673 -1.116 0.012
H 1.365 1.007 -0.574 0.015
H 1.788 -0.414 0.468 0.059
```

---

Most stable: B (next structure +62.0 kcal/mol)

---

A:
Formula: C4H28N2O12
Source: the Open Molecules 2025 dataset
Level of theory: wB97M-V/def2-TZVPD

Output
LUMO level ... 0.25 eV
SMILES string ... NC(=O)NCCC=O.O.O.O.O.O.O.O.O.O.O
HOMO-LUMO gap ... 9.991 eV

Geometry as XYZ:
```
46
Properties=species:S:1:pos:R:3:lowdin_charge:R:1
O 2.905 1.916 -0.532 -0.087
O -1.451 2.581 -1.256 -0.073
O -0.775 -1.471 2.173 -0.080
O -2.265 1.832 1.276 -0.068
O 1.021 3.557 -1.392 -0.066
O 2.086 1.942 2.083 -0.060
O -3.429 -1.376 -1.341 -0.023
O -3.667 -0.487 1.054 -0.087
O -0.288 1.027 2.989 -0.095
O 0.731 -3.429 -2.559 -0.075
O -0.512 -3.159 -0.093 0.003
O -0.652 0.159 -2.210 -0.017
N 0.470 -0.309 -0.296 0.110
N 1.596 -0.115 -2.354 0.185
C 0.384 -3.084 0.726 -0.249
C 0.431 -0.079 -1.641 -0.582
C 1.692 -2.410 0.371 -0.113
C 1.596 -0.874 0.434 -0.181
H 1.526 -0.559 1.472 0.101
H 3.706 2.426 -0.680 0.069
H -0.989 1.380 2.385 0.014
H 0.116 -3.336 -1.803 -0.006
H -1.361 1.712 -1.709 0.020
H -2.801 0.993 1.204 0.035
H -4.627 -0.489 1.114 0.062
H 2.008 -2.764 -0.621 0.108
H -1.721 -1.435 1.963 0.038
H 2.885 1.668 2.548 0.068
H 2.475 -2.789 1.043 0.119
H -2.734 -0.822 -1.761 0.067
H 2.439 0.213 -1.904 0.079
H -2.995 -2.242 -1.330 0.079
H 2.159 2.513 -0.819 0.014
H 2.531 -0.436 0.052 0.104
H -0.427 -0.486 0.146 0.118
H 0.572 1.377 2.653 0.005
H 0.103 3.160 -1.331 0.018
H -0.542 -0.602 2.605 0.020
H 2.310 1.863 1.131 0.006
H 0.285 -3.526 1.726 0.122
H -3.530 -0.914 0.137 0.013
H 1.429 0.239 -3.284 0.121
H 0.975 -2.520 -2.770 0.003
H 0.946 4.402 -0.945 0.061
H -1.704 2.328 -0.343 0.015
H -2.907 2.423 1.689 0.087
```

---

B:
Formula: C4H28N2O12
Source: the Open Molecules 2025 dataset
Level of theory: wB97M-V/def2-TZVPD

Output
LUMO level ... 0.06 eV
SMILES string ... NCC(=O)NCC=O.O.O.O.O.O.O.O.O.O.O
HOMO-LUMO gap ... 9.747 eV

Geometry as XYZ:
```
46
Properties=species:S:1:pos:R:3:lowdin_charge:R:1
O 1.345 4.220 1.545 -0.087
O -1.212 -2.963 2.358 -0.054
O -3.019 -0.439 0.875 -0.033
O 1.011 -0.060 2.434 -0.076
O -3.068 -2.118 -2.754 -0.079
O 0.065 -3.097 -2.638 -0.043
O 0.728 2.395 3.498 -0.058
O 1.836 -2.525 3.241 -0.069
O 2.607 -0.240 -2.616 0.060
O 2.872 3.220 -1.103 -0.055
O -1.452 1.667 -1.926 0.067
O -2.619 -3.023 -0.376 -0.064
N -0.209 -0.173 -1.688 0.081
N -0.741 2.880 0.332 0.022
C -0.756 0.977 -1.207 -0.483
C -0.279 1.529 0.130 -0.198
C 2.300 -0.484 -1.481 -0.233
C 0.891 -0.892 -1.053 -0.135
H -0.228 -0.207 -2.697 0.145
H 1.729 -1.564 3.117 -0.021
H -0.488 0.836 0.940 0.090
H -3.397 -2.645 0.050 0.052
H 1.942 0.054 2.193 0.067
H 0.941 3.413 1.169 -0.010
H -0.685 -3.698 -2.585 0.054
H -1.170 3.237 -0.512 0.082
H 0.807 1.623 0.009 0.106
H 0.850 -0.726 0.014 0.090
H 1.157 2.996 2.854 0.017
H -0.016 -2.703 -3.508 0.060
H -2.468 -1.519 -2.299 -0.006
H 2.979 2.520 -1.761 0.028
H -1.749 -2.216 2.656 0.029
H 0.938 0.655 3.105 0.034
H 0.782 -1.906 -1.511 0.099
H 2.640 -2.666 3.748 0.034
H -1.413 3.006 1.076 0.094
H -2.548 -0.007 1.591 0.034
H 2.833 3.992 -1.680 0.045
H 3.006 -0.457 -0.630 0.122
H -2.385 -3.813 0.123 0.056
H -2.425 -0.564 0.130 0.013
H -0.393 -2.456 2.248 0.006
H -2.985 -2.941 -2.250 0.002
H 1.404 4.822 0.801 0.048
H 0.690 3.063 4.190 0.067
```

---

Most stable: A (next structure +84.7 kcal/mol)